(1)
Below is a 2-piece molecular cluster, C5H14O overall at a distorted geometry, with properties calculated with ωB97M-V with the def2-TZVPD basis set.

XYZ file:
```
20
Properties=species:S:1:pos:R:3:forces:R:3:nbo_charge:R:1
H -2.9882 -0.8119 -0.3385 -0.83 0.51 1.83 0.206
C 0.9807 1.2949 0.8181 -1.78 -0.78 0.35 0.112
H 1.8405 -0.2816 1.8406 0.13 -1.08 0.30 0.194
H -0.1182 0.9923 1.0966 1.98 -0.21 -0.43 0.152
C -2.1114 -2.4496 -1.2028 -0.85 -0.09 4.28 -0.585
H -2.1988 -3.2070 -0.2623 -0.26 2.00 -1.81 0.185
H -1.1539 -0.6224 -0.1891 -0.93 -0.19 -0.52 0.210
H 2.0664 1.5071 -0.9484 1.61 0.33 -0.20 0.206
H -2.2558 -0.3877 -1.6151 0.57 1.94 -2.82 0.201
H 1.6603 1.1481 2.7389 -0.62 0.67 2.16 0.214
H 0.5715 1.0044 -1.3736 -0.15 -0.89 0.68 0.217
H -1.2412 -2.8145 -1.5905 2.30 -0.67 -1.75 0.195
H 1.7563 -0.2354 -0.5019 -0.74 1.37 -0.70 0.228
C 1.9646 0.7768 1.8249 -4.12 -2.04 -0.45 -0.611
H 2.9266 0.9893 1.7325 4.23 1.26 -1.18 0.204
H 0.9873 3.1439 0.1274 -0.16 -1.06 2.73 0.463
C 1.3405 0.8196 -0.5960 -0.56 -0.26 0.41 -0.654
O 0.9719 2.6775 1.0520 0.19 2.72 -3.68 -0.722
H -2.9575 -2.6123 -1.8282 -0.51 -0.25 -0.57 0.202
C -2.0417 -0.9314 -0.7847 0.48 -3.27 1.34 -0.616
```
Positions in Å, forces in eV/Å.

Values from the calculation:
energy above the lowest of the compared OMol25 structures with the same formula, charge and spin: 50.0 kcal/mol
frontier orbital gap: 0.4011 hartree
E_LUMO: 0.9 eV
DFT total energy: -7457.616 eV
structure (SMILES): CC(C)O.CC
charge: 0
highest occupied orbital energy: -10.002 eV

---

(2)
Below is a 10-piece molecular cluster, C20H63BF4N5O9 overall at a distorted geometry, with properties calculated with ωB97M-V with the def2-TZVPD basis set.

XYZ file:
```
102
Properties=species:S:1:pos:R:3:forces:R:3:mulliken_charge:R:1
H 0.6425 4.2012 7.1762 -0.23 0.02 -0.13 0.306
H 2.0714 3.2310 7.2942 0.22 -0.20 -0.30 0.254
H 0.6701 -5.0314 -3.2213 -0.17 -0.68 -0.10 0.348
C 0.1903 3.8088 4.6809 0.20 0.90 -0.43 -0.937
C 3.8628 -1.2030 0.0477 0.90 -0.70 1.13 -0.491
F -2.1130 1.9552 0.7662 -0.28 -0.63 0.13 -0.538
H 4.4676 3.1365 1.5473 0.08 0.23 -0.03 0.301
H 4.8460 3.4541 3.2382 -0.45 -0.54 0.40 0.280
H -3.0896 0.1769 -4.3301 -0.09 -0.23 -0.62 0.283
F -0.3607 0.7179 -0.1417 -0.50 -0.10 0.40 -0.024
H -4.2093 1.3272 -5.2079 0.18 -0.34 -0.35 0.387
H -3.7075 -0.8716 -1.1472 -0.31 -0.32 -0.23 0.526
H -3.7875 4.2964 -8.5082 0.20 0.52 -0.39 0.242
C 2.6238 -2.8459 -2.9243 0.26 -0.52 1.02 -0.528
H 1.9937 0.2983 -0.0042 -0.80 0.92 0.09 0.178
H -0.3677 -3.5847 4.1098 -0.27 0.45 0.45 0.336
H 0.9123 -2.6600 -0.5523 0.17 0.39 -0.40 0.123
C -2.2361 3.2081 -5.8601 -0.68 0.39 -0.71 -0.617
H -2.1268 -5.7566 5.2390 0.10 0.14 0.09 0.361
C -1.2121 -3.8849 3.4735 2.07 -1.36 -0.23 -0.851
H -2.6984 3.8473 -5.0987 0.31 -0.13 0.41 0.276
H -2.1604 -3.5581 3.9015 -0.19 0.01 -0.22 0.341
C -0.1407 -3.5826 -2.1771 -0.90 -0.85 -0.25 0.710
H -1.9684 -1.5848 2.3441 0.00 0.04 0.03 0.356
H 0.5841 4.8064 4.4333 0.25 0.03 0.03 0.354
H 3.5334 -3.3569 -3.2390 -0.02 0.47 -0.75 0.248
C -2.9757 4.4350 -7.8015 -0.38 -1.03 1.37 -0.725
H 5.4453 0.8523 0.8472 0.29 0.42 0.33 0.485
H -0.0881 -2.9117 -3.0359 0.35 0.65 0.54 0.271
O 0.6824 0.0175 -2.7010 -0.14 -0.04 0.20 -0.732
C -3.2636 1.1935 -4.6857 -0.25 0.32 0.92 -1.387
O 0.5184 4.1303 -0.8889 -0.21 0.08 0.05 -0.690
C -1.2559 -6.1473 4.7135 0.37 0.18 -0.54 -1.427
H -0.8676 -4.7878 -3.6048 -0.08 -0.38 -0.02 0.286
H -1.7338 1.1356 -6.2051 -0.13 0.19 -0.18 0.213
H 6.0651 2.7890 2.2046 0.07 -0.29 -0.03 0.342
F -1.4460 2.2846 -1.3449 -0.56 -0.26 -0.54 -0.410
H 2.0796 4.7292 6.3180 0.17 0.01 -0.11 0.317
N 2.7523 0.8802 0.3117 2.39 -0.25 0.42 -0.597
H 4.1662 -2.1066 0.5899 0.14 -0.04 -0.20 0.396
H 2.5581 1.6247 0.9653 -0.93 -0.11 -0.38 -0.009
H -0.7288 4.0298 5.2381 -0.20 -0.41 0.05 0.444
C 1.0195 -3.5283 -1.2171 0.70 -0.06 0.28 -0.063
H 0.1010 0.5111 -3.3125 0.15 -0.22 0.15 0.609
N -0.9631 3.8352 2.4917 -0.59 -0.81 0.02 -0.756
H -3.4078 1.6986 -3.7214 0.04 0.37 -0.15 0.313
H -1.1658 3.1583 1.7471 0.31 0.63 -0.05 0.245
H 1.7780 3.8879 2.6018 0.19 -0.04 0.04 0.151
H -1.4338 -7.2048 4.5213 0.15 -0.05 0.10 0.335
H 5.4213 -0.2951 2.2229 0.02 -0.28 -0.28 0.284
H -1.3541 2.0196 -3.4790 -0.19 -0.29 0.10 -0.020
H 0.3609 -5.3346 1.9123 -0.23 -0.13 -0.06 0.242
O -4.3572 -1.5323 -1.4478 -0.01 0.15 0.11 -0.685
H 0.3088 4.4940 -0.0196 -0.03 -0.06 -0.07 0.368
C -1.0269 -5.4409 3.3727 -1.82 1.13 0.55 0.419
C 4.8584 0.4757 1.6938 -0.56 -0.22 -0.95 -1.117
H -1.6058 -2.2911 -1.1160 0.27 0.07 -0.14 -0.062
F -2.5135 0.2851 -0.7936 -0.04 0.25 0.07 -0.282
B -1.6459 1.2824 -0.3602 1.62 0.60 -0.42 0.307
N -0.2628 -4.9664 -2.8055 0.92 1.29 0.27 -0.890
H -1.3603 -3.9197 -0.4841 -0.49 -0.12 -0.05 -0.052
H -1.9833 4.4887 -8.2513 -0.01 -0.01 -0.24 0.283
H -0.2444 -1.4503 2.8067 0.05 -0.37 0.28 0.380
H -0.3372 2.0726 3.6339 -0.66 0.03 -0.15 0.147
H -3.7320 0.9636 0.7969 -0.57 0.02 0.42 0.358
O -0.9221 -3.3774 2.1772 -0.63 0.14 1.03 0.038
O -3.1144 3.2670 -6.9855 0.40 -0.39 -0.28 -0.328
N -0.9707 1.7370 -4.3799 0.42 0.59 0.90 -0.406
H 0.9948 -4.3706 -0.5193 -0.42 -0.18 -0.21 0.051
N 0.2245 -5.8225 2.7927 0.61 -0.17 -0.66 -0.651
C -2.0389 1.7749 -5.3719 0.01 0.17 0.17 0.409
H 2.9950 -1.4924 -0.5359 -0.04 0.27 -0.09 -0.591
C 3.5915 -0.1024 1.0466 -1.19 0.42 0.31 0.909
H 4.6958 -0.8883 -0.5838 -0.19 -0.11 -0.32 0.339
H -3.9624 -1.9094 -2.2384 0.01 -0.02 0.04 0.281
H -0.6708 -1.7475 1.1248 -0.19 0.51 0.10 -0.153
C -0.0512 3.0989 3.3642 1.05 -0.97 0.14 0.783
H 1.0279 -5.5291 3.3413 -0.25 -0.04 0.38 0.285
H -0.3450 -6.0388 5.3056 -0.18 -0.05 0.32 0.341
H -3.1319 5.3051 -7.1586 -0.07 0.32 -0.28 0.303
H 1.8083 -2.8641 -3.6455 0.24 -0.09 -0.26 0.310
C 4.9920 2.7446 2.4254 0.18 0.35 -1.13 -0.736
H 1.0575 2.7647 1.5202 -0.20 -0.33 0.07 0.009
H -4.9096 -0.0084 0.9462 0.01 0.07 -0.04 0.320
H -2.2290 -3.6489 -2.0587 -0.29 -0.11 0.43 0.454
O 1.1135 3.0901 5.4744 -0.10 0.12 0.24 -0.257
O -4.5757 0.8364 1.2676 0.16 -0.16 -0.15 -0.705
H 0.3993 0.2770 -1.8052 0.09 -0.02 -0.47 0.225
C -0.9597 -1.9622 2.1552 0.07 -0.05 -1.23 -0.634
C 1.2639 2.9189 2.5796 -0.03 1.17 0.08 -0.930
H 2.8227 -1.8057 -2.6558 -0.05 0.00 -0.07 0.178
H 1.9501 2.1643 2.9584 -0.20 -0.08 0.16 0.445
O 4.5302 1.4390 2.6718 0.01 0.49 0.67 -0.284
C 1.5030 3.8442 6.5983 -0.29 0.04 0.25 -0.793
H -1.8705 -5.7368 2.7415 0.35 -0.32 -0.44 0.248
H 2.9636 -0.4173 1.8958 0.28 -0.66 0.01 0.117
H -0.2644 2.4639 -4.4902 0.07 -0.24 -0.63 0.210
H -1.8973 3.8736 2.9015 0.19 0.29 0.35 0.332
H -1.2722 3.6467 -6.1428 0.14 -0.09 0.06 0.411
C -1.4213 -3.3277 -1.3989 0.18 -0.06 -0.23 -0.890
H -0.2359 3.5489 -1.0971 0.37 0.15 0.15 0.314
O 2.3278 -3.6483 -1.7748 -0.67 0.25 -0.15 -0.465
```
Positions in Å, forces in eV/Å.

Values from the calculation:
energy above the lowest of the compared OMol25 structures with the same formula, charge and spin: 2.5 kcal/mol
frontier orbital gap: 0.3299 hartree
E_LUMO: 2.6 eV
DFT total energy: -59192.816 eV
charge: -1
highest occupied orbital energy: -6.389 eV

---

(3)
Below is a 2-piece molecular cluster, C3H10NO2S2 overall at a distorted geometry, with properties calculated with ωB97M-V with the def2-TZVPD basis set.

XYZ file:
```
18
Properties=species:S:1:pos:R:3:forces:R:3:nbo_charge:R:1
H 0.4883 -2.1983 0.5410 0.28 -0.43 -0.11 0.196
H 1.0266 0.7394 2.0073 0.97 0.03 0.56 0.177
H -2.6760 1.5255 -0.5631 -0.08 -0.36 0.06 0.456
S -1.1210 -0.6957 -2.5840 0.24 -0.22 0.06 -0.757
H -1.7002 1.4085 -1.7148 1.15 -1.51 -0.74 0.491
S 0.0899 -2.2028 -1.7952 -0.04 0.35 -0.33 -0.035
H -1.3684 0.6460 1.4484 -0.23 0.13 0.10 0.463
H 2.3189 0.7001 -0.1643 -0.09 -0.23 0.03 0.337
O -2.3382 1.9772 -1.3323 -1.22 1.97 0.66 -0.963
C 0.4403 -0.1589 0.1999 1.42 0.64 0.66 -0.118
O -0.9233 0.3425 2.2434 0.43 -0.47 -0.36 -0.742
H 0.5858 -1.0295 2.2466 0.40 -0.06 0.14 0.162
H -0.4949 0.2001 -0.2335 -0.40 -0.86 0.09 0.227
C 0.8608 -1.5526 -0.2543 -1.17 -0.17 0.19 -0.546
H 1.1451 1.1233 -1.2167 0.02 -0.09 -0.05 0.375
N 1.3327 0.9268 -0.2389 0.11 0.33 -0.37 -0.854
C 0.3926 -0.0845 1.7582 -1.84 0.73 -0.73 -0.068
H 1.9410 -1.6670 -0.3480 0.04 0.22 0.13 0.199
```
Positions in Å, forces in eV/Å.

Values from the calculation:
energy above the lowest of the compared OMol25 structures with the same formula, charge and spin: 16.8 kcal/mol
frontier orbital gap: 0.2289 hartree
E_LUMO: 3.5 eV
DFT total energy: -30529.778 eV
charge: -1
highest occupied orbital energy: -2.729 eV

---

(4)
Below is one molecule with the formula C2HBrN2O at a distorted geometry, with properties calculated with ωB97M-V with the def2-TZVPD basis set.

XYZ file:
```
7
Properties=species:S:1:pos:R:3:forces:R:3:nbo_charge:R:1
Br -4.4371 -0.1177 -0.0173 0.63 -0.05 -0.02 0.283
O -1.5080 2.1549 0.0251 -1.25 -0.80 -0.34 -0.433
N -0.4243 1.5426 -0.0309 -0.92 5.25 0.25 0.029
C -0.3302 0.3253 -0.0013 2.36 -4.16 0.01 -0.002
C -2.6330 -0.0201 -0.0586 0.52 1.53 0.27 0.264
N -1.5190 -0.4278 0.0183 -0.34 -0.64 -0.13 -0.356
H 0.7136 -0.0051 0.0085 -1.01 -1.12 -0.04 0.216
```
Positions in Å, forces in eV/Å.

Values from the calculation:
energy above the lowest of the compared OMol25 structures with the same formula, charge and spin: 84.4 kcal/mol
frontier orbital gap (alpha / beta): 0.2908 / 0.2904 hartree
E_LUMO (alpha / beta): -0.7 / -0.7 eV
DFT total energy: -77155.318 eV
charge: 0
highest occupied orbital energy (alpha / beta): -8.586 / -8.579 eV

---

Among the records above, which one has the highest energy above the lowest of the compared OMol25 structures with the same formula, charge and spin? C2HBrN2O